# 1
# C37H32IrN5O4PSSe

A structure of composition C37H32IrN5O4PSSe (the ωB97M-V functional and the def2-TZVPD basis, OMol25).

Positions of all 82 atoms, in Å:
Ir (-0.113, 0.087, 0.788)
C (-7.390, -0.610, 0.422)
C (-6.148, 0.095, 0.896)
C (-4.986, -0.615, 1.179)
C (-3.829, 0.030, 1.583)
C (-3.833, 1.413, 1.701)
C (-4.985, 2.141, 1.441)
C (-6.136, 1.479, 1.044)
S (-2.338, 2.251, 2.160)
O (-2.635, 3.664, 2.200)
O (-1.859, 1.637, 3.371)
N (-1.281, 1.905, 0.997)
C (-1.377, 2.544, -0.241)
C (-2.323, 3.455, -0.669)
C (-2.253, 4.034, -1.950)
C (-1.255, 3.738, -2.830)
C (-0.279, 2.789, -2.454)
C (0.768, 2.376, -3.306)
C (1.660, 1.432, -2.887)
C (1.489, 0.843, -1.625)
N (0.517, 1.204, -0.816)
C (-0.358, 2.190, -1.184)
H (-7.274, -1.692, 0.483)
H (-7.608, -0.354, -0.616)
H (-8.257, -0.325, 1.022)
H (-4.977, -1.694, 1.072)
H (-2.936, -0.540, 1.810)
H (-4.965, 3.217, 1.548)
H (-7.035, 2.047, 0.834)
H (-3.118, 3.756, -0.009)
H (-3.026, 4.738, -2.233)
H (-1.214, 4.182, -3.817)
H (0.838, 2.810, -4.296)
H (2.465, 1.090, -3.522)
H (2.112, 0.032, -1.270)
N (1.358, 0.588, 2.137)
C (0.842, 0.399, 3.514)
C (-0.224, -0.699, 3.551)
O (-0.529, -1.204, 4.615)
O (-0.741, -1.020, 2.403)
H (2.080, -0.100, 1.911)
H (1.744, 1.518, 2.012)
H (0.333, 1.313, 3.813)
H (1.639, 0.169, 4.222)
N (1.145, -1.431, 0.287)
P (1.382, -2.838, 0.879)
C (-0.015, -3.991, 1.098)
C (0.076, -5.204, 1.779)
C (-1.013, -6.059, 1.837)
C (-2.203, -5.712, 1.210)
C (-2.299, -4.510, 0.526)
C (-1.208, -3.653, 0.469)
C (2.297, -2.929, 2.468)
C (3.653, -2.588, 2.459)
C (4.363, -2.476, 3.642)
C (3.722, -2.695, 4.858)
C (2.375, -3.020, 4.879)
C (1.667, -3.142, 3.689)
C (2.486, -3.754, -0.257)
C (2.618, -3.285, -1.558)
C (3.423, -3.957, -2.469)
C (4.103, -5.103, -2.083)
C (3.973, -5.580, -0.785)
C (3.167, -4.909, 0.122)
H (0.995, -5.481, 2.281)
H (-0.935, -6.996, 2.376)
H (-3.055, -6.379, 1.259)
H (-3.222, -4.230, 0.035)
H (-1.279, -2.710, -0.056)
H (4.149, -2.405, 1.511)
H (5.414, -2.216, 3.620)
H (4.272, -2.598, 5.786)
H (1.857, -3.154, 5.820)
H (0.608, -3.359, 3.724)
H (2.067, -2.394, -1.833)
H (3.514, -3.588, -3.483)
H (4.733, -5.627, -2.792)
H (4.501, -6.475, -0.480)
H (3.077, -5.282, 1.135)
Se (-3.113, -0.622, -3.001)
C (-2.176, -0.552, -1.480)
N (-1.574, -0.528, -0.486)

DFT total energy   -142843.72243 eV
Highest occupied orbital energy   -4.642 eV
Maximum force   0.37 eV/A
Gap between HOMO and LUMO   6.85 eV
Net charge   -1
Molecular weight   944.91 g/mol

# 2
# C37H32N10O2PZr

A structure of composition C37H32N10O2PZr (the ωB97M-V functional and the def2-TZVPD basis, OMol25).

Positions of all 83 atoms, in Å:
Zr (-0.848, -0.182, -0.928)
C (-0.202, 2.824, 0.271)
N (-1.233, 1.876, -0.168)
C (-2.484, 2.170, 0.103)
C (-3.502, 1.289, -0.274)
C (-4.888, 1.262, -0.031)
C (-5.351, 0.063, -0.547)
C (-4.232, -0.592, -1.093)
N (-3.123, 0.138, -0.947)
C (-0.212, 3.093, 1.763)
C (0.312, 4.289, 2.238)
C (0.366, 4.542, 3.601)
C (-0.112, 3.602, 4.502)
C (-0.642, 2.408, 4.034)
C (-0.693, 2.153, 2.671)
H (-0.310, 3.767, -0.273)
H (0.767, 2.413, -0.027)
H (-2.722, 3.082, 0.647)
H (-5.459, 2.021, 0.481)
H (-6.355, -0.325, -0.519)
H (-4.216, -1.573, -1.549)
H (0.681, 5.030, 1.538)
H (0.773, 5.479, 3.959)
H (-0.078, 3.801, 5.565)
H (-1.015, 1.668, 4.730)
H (-1.098, 1.211, 2.322)
N (-2.115, 1.598, -3.130)
N (-2.664, 0.755, -4.099)
C (-2.472, -0.570, -4.022)
N (-3.086, -1.368, -4.883)
N (-1.646, -0.969, -3.045)
N (-1.444, -2.273, -2.797)
O (-1.700, -3.180, -3.544)
O (-0.938, -2.421, -1.663)
H (-2.849, 1.971, -2.535)
H (-1.588, 2.338, -3.579)
H (-3.340, 1.112, -4.758)
H (-3.743, -1.004, -5.552)
H (-2.878, -2.355, -4.867)
C (2.578, 1.044, 4.610)
C (2.719, 1.736, 3.414)
C (2.344, 1.140, 2.225)
C (1.831, -0.160, 2.212)
C (1.705, -0.852, 3.410)
C (2.075, -0.246, 4.605)
P (1.373, -0.838, 0.585)
C (1.372, -2.658, 0.684)
C (0.530, -3.344, 1.564)
C (0.483, -4.728, 1.557)
C (1.260, -5.448, 0.661)
C (2.085, -4.778, -0.228)
C (2.142, -3.392, -0.219)
C (2.781, -0.422, -0.455)
C (4.078, -0.557, -0.031)
C (5.141, -0.242, -0.895)
C (4.871, 0.203, -2.158)
C (3.540, 0.357, -2.615)
C (3.276, 0.826, -3.925)
C (1.991, 0.961, -4.347)
C (0.921, 0.639, -3.479)
C (1.078, 0.187, -2.180)
C (2.455, 0.044, -1.756)
H (2.869, 1.509, 5.542)
H (3.118, 2.742, 3.410)
H (2.476, 1.678, 1.294)
H (1.343, -1.870, 3.426)
H (1.978, -0.794, 5.533)
H (-0.099, -2.805, 2.257)
H (-0.171, -5.242, 2.250)
H (1.218, -6.529, 0.654)
H (2.691, -5.332, -0.932)
H (2.790, -2.883, -0.919)
H (4.285, -0.909, 0.973)
H (6.163, -0.353, -0.558)
H (5.680, 0.451, -2.835)
H (4.108, 1.066, -4.576)
H (1.779, 1.310, -5.350)
H (-0.066, 0.754, -3.900)
N (-1.500, -1.085, 0.888)
C (-2.304, -1.781, 1.406)
N (-3.076, -2.551, 2.022)
C (-4.268, -2.853, 1.502)
N (-5.302, -3.138, 1.078)

DFT total energy   -68447.47005 eV
Highest occupied orbital energy   -10.693 eV
Maximum force   0.55 eV/A
Gap between HOMO and LUMO   6.96 eV
Net charge   +1
Molecular weight   770.93 g/mol

# 3
# C37H32NNdP2

A structure of composition C37H32NNdP2 at a distorted geometry (the ωB97M-V functional and the def2-TZVPD basis, OMol25).

Positions of all 73 atoms, in Å:
C (0.467, -0.495, -2.489)
C (0.585, 0.830, -2.015)
C (1.871, 1.401, -1.871)
C (2.999, 0.683, -2.260)
C (2.861, -0.601, -2.788)
C (1.602, -1.193, -2.906)
P (-0.805, 1.582, -1.071)
C (-0.528, 3.354, -1.451)
C (-0.128, 4.241, -0.430)
C (0.320, 5.517, -0.762)
C (0.315, 5.946, -2.096)
C (-0.157, 5.092, -3.098)
C (-0.603, 3.806, -2.775)
Nd (0.296, 0.818, 1.773)
P (0.596, -2.122, 2.040)
C (2.316, -1.699, 1.878)
C (3.163, -2.489, 1.053)
C (4.361, -1.956, 0.590)
C (4.669, -0.601, 0.761)
C (3.798, 0.230, 1.471)
C (2.742, -0.358, 2.194)
C (-0.100, -1.230, 3.406)
C (-1.345, -0.532, 3.230)
C (-1.698, 0.481, 4.134)
C (-0.885, 0.753, 5.233)
C (0.295, 0.031, 5.440)
C (0.697, -0.959, 4.549)
C (-0.337, -3.507, 1.491)
C (-1.396, -3.288, 0.567)
C (-2.125, -4.376, 0.092)
C (-1.794, -5.684, 0.492)
C (-0.724, -5.899, 1.374)
C (0.013, -4.824, 1.873)
C (-2.250, 1.119, -2.096)
C (-2.138, 0.781, -3.457)
C (-3.263, 0.368, -4.178)
C (-4.517, 0.361, -3.569)
C (-4.647, 0.745, -2.229)
C (-3.524, 1.122, -1.491)
H (-1.987, -0.766, 2.371)
H (-2.631, 1.028, 3.979)
H (-1.191, 1.514, 5.960)
H (0.912, 0.240, 6.319)
H (1.619, -1.523, 4.712)
H (2.874, -3.507, 0.814)
H (5.068, -2.597, 0.071)
H (5.590, -0.193, 0.346)
H (3.968, 1.308, 1.539)
H (2.342, 0.171, 3.083)
H (-1.600, -2.277, 0.208)
H (-2.945, -4.217, -0.607)
H (-2.347, -6.533, 0.088)
H (-0.459, -6.916, 1.663)
H (0.872, -4.977, 2.527)
H (-1.173, 0.814, -3.963)
H (-3.141, 0.052, -5.215)
H (-5.395, 0.060, -4.141)
H (-5.625, 0.752, -1.754)
H (-3.619, 1.435, -0.451)
H (-0.162, 3.926, 0.617)
H (0.686, 6.184, 0.020)
H (0.670, 6.945, -2.356)
H (-0.173, 5.418, -4.139)
H (-0.984, 3.145, -3.555)
H (1.976, 2.390, -1.417)
H (3.988, 1.119, -2.110)
H (3.747, -1.174, -3.070)
H (1.498, -2.205, -3.305)
H (-0.523, -0.965, -2.543)
H (0.636, -0.690, 0.367)
H (1.139, -0.034, 0.113)
N (-2.777, 2.599, 1.837)
C (-1.859, 2.025, 1.387)

DFT total energy   -74214.27260 eV
2S+1   4
<S²>   3.76
Highest occupied orbital energy (spin up / spin down)   -13.346 / -13.339 eV
Maximum force   2.79 eV/A
Gap between HOMO and LUMO (spin up / spin down)   6.25 / 6.37 eV
Net charge   +2
Molecular weight   696.86 g/mol

# 4
# C37H33BrF52N3O6S

A cluster of 7 separate species, C37H33BrF52N3O6S in total at a distorted geometry (the ωB97M-V functional and the def2-TZVPD basis, OMol25).

Positions of all 133 atoms, in Å:
F (1.099, -4.872, 2.201)
C (1.137, -4.046, 3.226)
F (-0.122, -3.595, 3.435)
C (1.737, -4.726, 4.472)
F (2.690, -5.550, 4.029)
F (2.343, -3.821, 5.242)
N (0.804, -5.558, 5.247)
N (1.038, -6.916, 5.309)
C (0.115, -7.393, 6.047)
S (-0.031, -9.069, 6.468)
N (-0.730, -6.367, 6.463)
C (-0.273, -5.241, 5.960)
C (-0.953, -3.939, 6.213)
C (-0.085, -2.790, 6.755)
C (0.827, -3.234, 7.877)
Br (-0.216, -3.699, 9.449)
H (1.770, -3.196, 2.970)
H (1.281, -9.334, 6.398)
H (-1.546, -6.486, 7.048)
H (-1.688, -4.149, 6.985)
H (-1.531, -3.640, 5.349)
H (0.452, -2.302, 5.949)
H (-0.775, -2.052, 7.144)
H (1.455, -2.406, 8.171)
H (1.456, -4.080, 7.633)
C (1.174, -2.401, -0.342)
C (2.216, -1.353, 0.099)
C (1.698, 0.026, 0.510)
F (1.067, 0.638, -0.511)
F (2.738, 0.807, 0.879)
F (3.171, -1.236, -0.839)
F (2.830, -1.875, 1.212)
O (0.969, -2.592, -1.730)
C (0.087, -1.809, -2.453)
C (0.790, -0.974, -3.526)
F (1.735, -0.176, -2.985)
F (-0.119, -0.184, -4.140)
F (-0.678, -1.047, -1.638)
F (-0.745, -2.650, -3.096)
H (1.578, -3.359, -0.015)
H (0.227, -2.294, 0.191)
H (1.014, -0.052, 1.361)
H (1.263, -1.623, -4.266)
C (5.458, 0.494, -5.773)
C (5.332, 1.854, -6.481)
C (3.929, 2.445, -6.643)
F (3.129, 1.653, -7.385)
F (4.028, 3.637, -7.275)
F (5.963, 1.804, -7.673)
F (6.013, 2.745, -5.706)
O (5.590, -0.678, -6.566)
C (4.500, -1.358, -7.059)
C (4.457, -1.353, -8.589)
F (4.435, -0.097, -9.070)
F (3.330, -1.984, -8.998)
F (3.344, -0.912, -6.519)
F (4.639, -2.647, -6.669)
H (6.411, 0.549, -5.247)
H (4.701, 0.372, -4.997)
H (3.466, 2.609, -5.666)
H (5.330, -1.872, -8.991)
C (-1.586, 2.273, -0.913)
C (-2.715, 1.956, 0.079)
C (-4.139, 1.874, -0.467)
F (-4.546, 3.041, -1.004)
F (-4.988, 1.575, 0.549)
F (-2.655, 2.812, 1.122)
F (-2.438, 0.710, 0.578)
O (-1.113, 3.609, -0.992)
C (-1.711, 4.550, -1.802)
C (-2.307, 5.710, -1.000)
F (-3.218, 5.276, -0.110)
F (-2.924, 6.567, -1.853)
F (-2.607, 3.988, -2.639)
F (-0.738, 5.086, -2.570)
H (-0.731, 1.723, -0.534)
H (-1.783, 1.856, -1.902)
H (-4.218, 1.087, -1.220)
H (-1.516, 6.241, -0.467)
C (-0.923, 8.942, -4.085)
C (-0.216, 9.277, -2.759)
C (-1.069, 9.845, -1.623)
F (-1.634, 11.021, -1.950)
F (-0.275, 10.055, -0.544)
F (0.846, 10.073, -2.999)
F (0.274, 8.092, -2.288)
O (-0.845, 9.875, -5.151)
C (-1.736, 10.920, -5.276)
C (-1.048, 12.283, -5.156)
F (-0.405, 12.400, -3.978)
F (-1.984, 13.257, -5.226)
F (-2.775, 10.800, -4.425)
F (-2.245, 10.851, -6.527)
H (-0.384, 8.077, -4.468)
H (-1.946, 8.602, -3.921)
H (-1.853, 9.135, -1.341)
H (-0.328, 12.413, -5.967)
C (4.706, -5.278, 8.423)
C (6.043, -5.931, 8.818)
C (6.575, -7.057, 7.927)
F (5.724, -8.107, 7.885)
F (7.746, -7.494, 8.430)
F (5.980, -6.333, 10.103)
F (6.974, -4.941, 8.751)
O (3.522, -5.706, 9.093)
C (2.795, -6.792, 8.683)
C (2.772, -7.919, 9.720)
F (4.015, -8.330, 10.007)
F (2.081, -8.964, 9.201)
F (3.186, -7.225, 7.462)
F (1.504, -6.367, 8.538)
H (4.806, -4.239, 8.731)
H (4.574, -5.254, 7.340)
H (6.748, -6.694, 6.909)
H (2.286, -7.578, 10.637)
C (-6.965, 1.680, -4.626)
C (-5.771, 0.765, -4.304)
C (-5.686, -0.583, -5.023)
F (-6.737, -1.375, -4.744)
F (-4.565, -1.225, -4.607)
F (-5.685, 0.585, -2.963)
F (-4.656, 1.452, -4.680)
O (-8.071, 1.688, -3.738)
C (-9.105, 0.782, -3.846)
C (-9.208, -0.120, -2.612)
F (-8.057, -0.792, -2.402)
F (-10.194, -1.024, -2.803)
F (-9.034, 0.070, -4.989)
F (-10.250, 1.496, -3.898)
H (-6.565, 2.689, -4.537)
H (-7.281, 1.578, -5.664)
H (-5.619, -0.437, -6.105)
H (-9.432, 0.480, -1.727)

DFT total energy   -277840.24781 eV
Highest occupied orbital energy   -12.579 eV
Maximum force   1.53 eV/A
Gap between HOMO and LUMO   9.04 eV
Net charge   +1
Molecular weight   1715.55 g/mol

# 5
# C37H34AsGeNOV

A structure of composition C37H34AsGeNOV at a distorted geometry (the ωB97M-V functional and the def2-TZVPD basis, OMol25).

Positions of all 76 atoms, in Å:
V (0.231, 0.227, 0.157)
C (-2.195, 2.838, -2.257)
C (-1.134, 3.425, -2.940)
C (0.152, 2.960, -2.766)
C (0.397, 1.898, -1.887)
C (-0.675, 1.308, -1.188)
C (-1.960, 1.786, -1.387)
C (1.687, 1.248, -1.712)
C (2.900, 1.732, -2.228)
C (4.034, 0.965, -2.165)
C (3.965, -0.329, -1.593)
C (5.068, -1.194, -1.540)
C (4.967, -2.436, -0.962)
C (3.750, -2.854, -0.421)
C (2.652, -2.026, -0.454)
C (2.726, -0.747, -1.033)
N (1.627, 0.055, -1.062)
H (-3.201, 3.203, -2.405)
H (-1.316, 4.257, -3.608)
H (0.958, 3.402, -3.336)
H (-2.787, 1.320, -0.857)
H (2.931, 2.717, -2.670)
H (4.976, 1.321, -2.555)
H (6.008, -0.866, -1.964)
H (5.829, -3.086, -0.931)
H (3.658, -3.836, 0.016)
H (1.695, -2.351, -0.065)
C (-0.329, 0.610, 4.644)
As (-0.398, -0.132, 2.828)
C (-2.182, -0.899, 2.785)
C (1.151, -1.326, 2.860)
O (-0.185, 1.176, 1.866)
H (-0.500, -0.126, 5.426)
H (-1.089, 1.395, 4.713)
H (0.653, 1.071, 4.788)
H (-2.240, -1.755, 3.456)
H (-2.428, -1.199, 1.764)
H (-2.873, -0.116, 3.118)
H (1.149, -1.945, 3.756)
H (2.036, -0.679, 2.870)
H (1.178, -1.950, 1.966)
C (-0.592, -1.269, 0.039)
Ge (-1.613, -2.771, -0.601)
C (-2.365, -3.805, 0.948)
C (-1.480, -4.081, 1.986)
C (-1.891, -4.733, 3.135)
C (-3.211, -5.130, 3.266)
C (-4.102, -4.867, 2.241)
C (-3.683, -4.206, 1.097)
C (-0.554, -4.074, -1.663)
C (0.585, -3.670, -2.343)
C (1.281, -4.557, -3.145)
C (0.804, -5.844, -3.329)
C (-0.362, -6.241, -2.697)
C (-1.024, -5.365, -1.857)
C (-2.826, -2.078, -2.018)
C (-4.066, -2.600, -2.352)
C (-4.780, -2.088, -3.420)
C (-4.258, -1.048, -4.171)
C (-3.003, -0.543, -3.866)
C (-2.291, -1.062, -2.801)
H (-0.443, -3.780, 1.886)
H (-1.186, -4.930, 3.932)
H (-3.540, -5.640, 4.161)
H (-5.133, -5.174, 2.332)
H (-4.396, -4.001, 0.312)
H (0.925, -2.648, -2.233)
H (2.195, -4.238, -3.628)
H (1.334, -6.532, -3.974)
H (-0.757, -7.234, -2.858)
H (-1.922, -5.682, -1.344)
H (-4.475, -3.425, -1.782)
H (-5.747, -2.506, -3.670)
H (-4.824, -0.635, -4.993)
H (-2.581, 0.254, -4.460)
H (-1.308, -0.674, -2.555)

DFT total energy   -185497.08270 eV
2S+1   2
<S²>   0.85
Highest occupied orbital energy (spin up / spin down)   -6.500 / -7.026 eV
Maximum force   3.39 eV/A
Gap between HOMO and LUMO (spin up / spin down)   6.19 / 6.53 eV
Net charge   0
Molecular weight   707.16 g/mol